1.
C19H33F6NO2P2Ti as an isolated structure, computed with ωB97M-V with the def2-TZVPD basis set.

Geometry as XYZ:
```
64
Properties=species:S:1:pos:R:3:forces:R:3
Ti 0.1843 0.2186 0.0237 -3.9 -0.6 0.8
P -2.2584 1.6377 0.7766 2.3 -2.7 -2.4
P 2.2295 -1.4119 -0.7217 -0.8 0.7 0.8
N -0.6597 -1.1911 0.6594 0.1 0.6 -1.4
H -0.8557 1.0692 1.1585 1.3 -0.2 0.8
C -3.6077 1.2678 -0.4351 -0.9 0.6 0.7
H -4.4780 1.8666 -0.0830 0.0 -0.5 -0.6
H -3.8413 0.1819 -0.3850 0.2 0.8 0.0
H -3.3351 1.5642 -1.4706 -0.2 -0.2 0.9
C -2.1321 3.4004 1.0453 -0.5 0.2 0.2
H -3.1187 3.7112 1.4424 0.6 0.4 -0.1
H -1.8822 3.8827 0.0837 -0.3 -0.1 0.6
H -1.3096 3.5624 1.7591 -0.5 0.2 -0.2
C -2.7133 0.7714 2.3416 -0.1 0.7 -0.9
H -3.5646 1.3574 2.7158 0.0 -0.7 0.5
H -1.7960 0.8284 2.9710 -1.0 -0.1 -0.3
H -2.9233 -0.2822 2.0597 0.0 0.7 0.4
C 2.0933 -2.3633 -2.2558 0.0 -0.3 -0.2
H 3.0249 -2.9196 -2.4215 -0.2 0.0 -0.1
H 1.8995 -1.6908 -3.0988 0.0 -0.2 0.2
H 1.2570 -3.0675 -2.1642 0.2 0.1 -0.1
C 3.6863 -0.3749 -1.0165 0.5 -0.2 -0.1
H 4.5267 -1.0224 -1.2907 0.1 0.2 0.0
H 3.9392 0.1798 -0.1077 -0.1 -0.1 -0.2
H 3.4952 0.3361 -1.8282 0.0 -0.2 0.1
C 2.8340 -2.6387 0.4636 0.3 -0.2 0.0
H 3.6665 -3.1929 0.0121 0.0 0.0 0.3
H 2.0183 -3.3269 0.7087 0.1 0.1 0.0
H 3.1632 -2.1362 1.3809 -0.1 -0.2 -0.2
C -0.9926 -2.2473 1.4018 0.1 -1.0 1.0
C -2.3557 -4.2233 1.8806 0.1 -0.2 0.3
C -1.9649 -3.2139 1.0162 -0.1 0.5 -0.6
C -0.3403 -2.4579 2.6544 -0.1 0.1 0.0
C -0.7546 -3.4639 3.5192 0.2 0.0 0.0
C -1.7594 -4.3592 3.1468 -0.1 0.4 -0.4
H -3.1455 -4.9203 1.5717 0.4 0.2 0.1
H -2.3941 -3.1232 -0.0059 0.2 0.0 0.9
H 0.5010 -1.7919 2.9098 -0.6 -0.3 -0.1
H -0.2777 -3.5385 4.5063 -0.2 -0.1 -0.5
H -2.0702 -5.1425 3.8187 -0.1 -0.1 0.1
C 0.4795 1.5555 -2.5871 -1.9 -2.5 5.2
O 0.4761 0.3928 -2.0031 1.1 2.8 -3.7
C -0.8060 2.0073 -3.1801 -0.3 0.1 -1.0
H -0.8561 3.1013 -3.2075 0.0 -0.3 -0.3
H -1.6998 1.6364 -2.6443 0.9 -0.1 -0.2
H -0.8174 1.5824 -4.1954 -0.3 0.3 -0.1
C 1.5462 2.5366 -2.2271 0.5 0.4 -0.8
H 2.3881 2.3104 -2.9052 0.1 0.4 0.3
H 1.9038 2.4854 -1.1823 -0.3 -0.5 -0.5
H 1.1810 3.5655 -2.3899 0.3 -0.5 -0.2
C 0.7320 1.6318 3.4687 -0.6 0.1 0.7
C 1.7648 1.5672 2.3958 1.0 -0.2 -1.8
O 1.3435 0.9950 1.1880 3.2 2.0 2.4
C 2.2558 3.0266 2.0798 -0.4 0.1 -0.1
F 2.7453 3.6707 3.1739 -0.2 -0.4 -0.9
F 3.1906 3.0770 1.1028 -0.6 0.1 0.6
F 1.1789 3.7545 1.6383 0.8 -0.3 0.2
C 2.9845 0.7381 2.9341 -0.1 -1.0 0.0
F 3.4322 1.1499 4.1509 -0.3 -0.2 -0.9
F 2.5797 -0.5695 3.0828 0.5 1.2 0.0
F 4.0434 0.7208 2.0863 -0.7 0.1 0.7
H -0.1187 2.2323 3.1154 0.3 -0.3 0.2
H 1.1685 2.1091 4.3525 -0.2 -0.1 -0.1
H 0.4127 0.6138 3.7330 0.0 0.3 -0.2
```
Positions in Å, forces in eV/Å.

## Properties
Highest occupied orbital energy (spin up / spin down) = -5.09 / -5.13 eV
Orbital gap (spin up / spin down) = 4.5 / 4.5 eV
LUMO (spin up / spin down) = -0.606 / -0.594 eV

Atom charges from the natural (NBO) analysis, given in e for atoms 1 to 4: 0.952, 1.094, 0.959, -0.845

=====

2.
An isolated ion of composition C5H9N2S and charge +1, computed with ωB97M-V with the def2-TZVPD basis set.

Geometry as XYZ:
```
17
Properties=species:S:1:pos:R:3:forces:R:3
C 0.9086 0.0786 0.2249 -0.1 0.6 1.9
C 2.2122 -0.3681 0.1690 1.8 -0.4 -2.6
C 0.2967 2.3768 0.2146 0.3 -2.1 0.7
C -0.2781 -1.0543 -0.3285 1.2 -1.7 -0.3
C -1.3745 -1.0707 0.6683 2.1 1.1 2.2
N 0.5056 1.3010 -0.4053 0.6 0.4 -1.6
N -0.8226 -0.5284 -1.4703 0.4 0.0 -1.8
S 3.5726 -0.9459 -0.2047 -1.3 0.5 0.9
H 0.9045 0.1166 1.3342 -1.0 0.0 0.4
H -0.2186 3.1588 -0.2711 -0.1 1.1 -0.5
H 0.5147 2.3636 1.2555 0.0 0.8 1.1
H 0.3891 -2.0391 -0.4635 -1.8 2.0 0.1
H -2.1079 -1.7277 0.3892 -2.1 -1.3 -0.9
H -1.6664 -0.0336 0.7994 -0.7 0.1 -0.2
H -1.0633 -1.3689 1.6549 0.3 -0.3 0.4
H -1.7122 0.0651 -1.4060 2.4 -1.1 -0.3
H -0.0604 -0.3238 -2.1605 -2.0 0.2 0.3
```
Positions in Å, forces in eV/Å.

## Properties
Highest occupied orbital energy = -13.22 eV
Orbital gap = 7.5 eV
Charge = +1
LUMO = -5.742 eV
Energy relative to the best compared isomer or geometry (same formula, charge and spin) = 95.4 kcal per mole

Atom charges from the natural (NBO) analysis, given in e for atoms 1 to 4: -0.343, 0.094, 0.025, 0.075